# 1
{"formula": "C3H5NO2", "method": "ωB97M-V with the def2-TZVPD basis set", "total_energy_ev": -8776.5128, "smiles": "O=C1NCCO1", "de_lowest_kcal_mol": 27.3, "lumo_energy_ev": 0.55, "total_charge": 0, "homo_lumo_gap_ev": 10.6746, "symbols": ["O", "O", "H", "H", "H", "C", "N", "H", "H", "C", "C"], "positions_angstrom": [[0.4831, 0.8038, -0.7420], [1.8738, -0.8670, 0.0257], [-0.6978, 2.0238, 0.4864], [-1.8997, 0.1493, 1.3368], [-1.4613, 1.5820, -1.2177], [0.7770, -0.3467, 0.0160], [-0.3509, -0.8716, 0.5136], [-2.3350, -0.4332, -0.3077], [-0.2068, -1.4418, 1.5356], [-0.8902, 1.2004, -0.2876], [-1.5198, -0.0659, 0.3218]]}

***

# 2
{"formula": "C3H5NO2", "method": "ωB97M-V with the def2-TZVPD basis set", "total_energy_ev": -8775.5663, "smiles": "O=CCNC=O", "de_lowest_kcal_mol": 49.1, "lumo_energy_ev": 0.63, "total_charge": 0, "homo_lumo_gap_ev": 10.4678, "symbols": ["N", "C", "O", "H", "H", "O", "H", "C", "H", "C", "H"], "positions_angstrom": [[0.2390, -0.3986, 0.7317], [1.3092, 0.1908, 1.2914], [-2.4612, -0.0276, -1.6347], [0.0690, -1.2344, -1.2159], [-1.6998, 1.1340, -0.2666], [1.9804, 1.1653, 0.8404], [-0.2981, -1.1021, 1.2576], [-1.4924, 0.3441, -1.0254], [0.6535, 0.5034, -1.3675], [0.0070, -0.1840, -0.7066], [1.6935, -0.3909, 2.0957]]}